No. 1
The following is a quantum chemistry calculation of C3H11BNO5PZn as an isolated structure in a non-equilibrium geometry, from the Open Molecules 2025 dataset.

Results
molecular weight: 248.30 g/mol
Kohn-Sham gap: 5.00 eV
LUMO level: -13.13 eV
largest force on an atom: 3.7 eV/A
total energy: -2696.74812 Eh

```
! RIJCOSX wB97M-V def2-TZVPD def2/J DEFGRID3
* xyz 2 1
C -1.19158 0.17109 -1.51762
C -0.33367 -0.96157 -2.20552
B 0.70657 -1.67084 -1.21539
O 1.87072 -2.22198 -1.69022
O 0.46009 -1.73862 0.19524
P 1.18544 -0.56628 0.91341
O 1.42698 0.59522 0.02784
O 2.57037 -1.09060 1.47775
O 0.24957 -0.16510 2.20448
C -0.71127 0.63575 1.69171
N -0.90840 1.77216 2.65184
H -2.03621 0.43674 -2.17619
H -1.64823 -0.20789 -0.58011
H -0.61193 1.13360 -1.32519
H 0.22622 -0.63584 -3.09137
H -1.05585 -1.74398 -2.51938
H 2.35758 -1.47149 -2.07344
H 3.13072 -0.32451 1.69990
H -1.68767 0.14674 1.53412
H -0.39029 1.10424 0.69361
H -1.85107 1.76118 3.04593
H -0.66773 2.68589 2.26284
Zn -1.09037 2.35610 -0.00426
*
```

No. 2
The following is a quantum chemistry calculation of a 2-piece molecular cluster, C3H11ClN3 overall in a non-equilibrium geometry, from the Open Molecules 2025 dataset.

Results
molecular weight: 124.59 g/mol
Kohn-Sham gap: 8.10 eV
LUMO level: -5.08 eV
largest force on an atom: 8.4 eV/A
total energy: -745.00591 Eh

```
! RIJCOSX wB97M-V def2-TZVPD def2/J DEFGRID3
* xyz 1 1
C 1.27506 1.94565 0.71349
C -0.12111 1.34191 0.30039
C -1.26410 -1.19628 0.39600
N -1.02810 -2.43603 0.22506
N 0.13546 -0.09191 0.28415
N -0.78011 1.75409 -0.93187
Cl 1.49107 -3.09864 -1.36514
H 1.75231 2.12832 -0.23746
H 1.24513 2.85849 1.39743
H 1.65257 1.14301 1.21884
H -0.78054 1.54121 1.03286
H -2.14383 -0.78755 0.67322
H -0.15131 -2.76125 -0.08317
H -1.75948 -3.08236 0.42058
H 0.62984 -0.18793 -0.57856
H 1.65678 -2.05330 -0.61067
H -0.16945 1.68994 -1.74743
H -1.64017 1.29262 -1.10774
*
```

No. 3
The following is a quantum chemistry calculation of an isolated ion of composition C3H11ClNSi and charge +1 in a non-equilibrium geometry, from the Open Molecules 2025 dataset.

Results
molecular weight: 124.67 g/mol
SMILES string: C[NH+](C)C[SiH2]Cl
Kohn-Sham gap: 11.55 eV
LUMO level: -3.37 eV
largest force on an atom: 4.8 eV/A
total energy: -925.07231 Eh

```
! RIJCOSX wB97M-V def2-TZVPD def2/J DEFGRID3
* xyz 1 1
C -1.04639 0.91410 -0.00917
C -0.31324 -1.38091 -0.55404
C 0.87435 0.03185 1.12246
N -0.38336 -0.33840 0.40882
Si 2.33553 0.74333 -0.15980
Cl 3.95264 -0.46436 -0.01827
H -0.43738 1.60305 -0.56883
H -1.98402 0.75037 -0.53917
H -1.09928 1.57892 0.84786
H -1.22039 -1.56227 -1.15365
H 0.32752 -1.26181 -1.39899
H -0.01409 -2.43255 -0.14820
H 0.67610 0.89004 1.85071
H 1.12029 -0.95914 1.67871
H -0.87482 -0.87561 1.20098
H 1.74724 0.74864 -1.43519
H 2.39652 2.07777 0.37376
*
```

No. 4
The following is a quantum chemistry calculation of a 2-piece molecular cluster, C3H11F2NOSi2 overall in a non-equilibrium geometry, from the Open Molecules 2025 dataset.

Results
molecular weight: 171.30 g/mol
SMILES string: C[Si](O)(F)F.C[Si](C)=N
Kohn-Sham gap: 10.07 eV
LUMO level: 0.40 eV
largest force on an atom: 3.7 eV/A
total energy: -1029.79730 Eh

```
! RIJCOSX wB97M-V def2-TZVPD def2/J DEFGRID3
* xyz 0 1
C -1.47952 2.35426 0.69511
C -1.31272 -0.25682 -0.81056
C 1.84134 -1.83762 -0.30003
N 0.25014 -0.15256 1.71519
O 2.86093 0.63315 1.03960
F 1.60555 0.83099 -1.28880
F 3.93625 0.03466 -1.18695
Si -0.69196 0.65338 0.65872
Si 2.56703 -0.11794 -0.36865
H -1.97383 2.52441 -0.28778
H -2.21685 2.67312 1.47542
H -0.70405 3.10781 0.70302
H -1.20231 -1.36919 -0.61064
H -2.40172 -0.02553 -1.11233
H -0.56459 0.11968 -1.59121
H 2.38077 -2.39692 0.43730
H 0.82640 -1.68472 0.00638
H 1.89150 -2.49687 -1.25945
H 0.53721 -0.02654 2.63063
H 2.12518 0.73841 1.66763
*
```

Question: What is the LUMO level in the first record?
Answer: -13.13 eV

Question: What is the formula in the second record?
Answer: C3H11ClN3

Question: The lowest Kohn-Sham gap belongs to which entry?
Answer: C3H11BNO5PZn